Molecular formula: C5H4N3O4
Method: DFT, ωB97M-V with the def2-TZVPD basis set

XYZ file:
```
16
C5H4N3O4, DFT ωB97M-V with the def2-TZVPD basis set
O -2.15 -2.03 -0.34
O -3.75 -0.80 0.53
O -3.94 1.11 -0.96
O -5.65 0.60 0.31
N -2.45 -0.95 0.11
N 1.94 0.78 0.07
N 0.59 1.07 0.28
C -0.22 -0.02 0.04
C 1.97 -0.51 -0.18
C -4.60 0.57 -0.18
C 0.66 -1.05 -0.30
C -1.60 0.02 0.34
H -2.25 0.96 0.57
H 0.18 1.98 0.27
H 2.81 -1.13 -0.36
H 0.31 -2.09 -0.52
```

Values from the calculation:
energy above the lowest of the compared OMol25 structures with the same formula, charge and spin: 7.0 kcal/mol
M: 170.104 g/mol
SMILES: O=C([O-])O/[N+]([O-])=C/c1ccn[nH]1
LUMO level: 3.7 eV
net charge: -1
Kohn-Sham gap: 8.1 eV
multiplicity: 1
DFT total energy: -17908.4049 eV

Partial atomic charges computed with the natural (NBO) method, in multiples of e:
1 O -0.49
2 O -0.54
3 O -0.67
4 O -0.65
5 N 0.43
6 N -0.30
7 N -0.36
8 C 0.11
9 C -0.05
10 C 1.00
11 C -0.36
12 C -0.18
13 H 0.23
14 H 0.40
15 H 0.19
16 H 0.25

Molecular formula: C5H4N3P
Method: DFT, ωB97M-V with the def2-TZVPD basis set

XYZ file:
```
13
C5H4N3P, DFT ωB97M-V with the def2-TZVPD basis set
P -0.41 0.66 0.36
N -0.91 -3.48 0.89
N -1.44 0.16 -0.87
N 2.53 0.32 -1.61
C -1.11 -0.97 -1.39
C 0.96 -0.33 0.34
C -0.28 -1.96 -1.11
C -0.72 -2.84 -0.04
C 1.89 -0.01 -0.69
H -0.54 2.08 0.35
H 0.34 -2.55 -1.91
H -1.12 0.36 1.38
H 1.12 -0.70 1.28
```

Values from the calculation:
energy above the lowest of the compared OMol25 structures with the same formula, charge and spin: 58.7 kcal/mol
M: 137.082 g/mol
SMILES: N#CC=C=N[PH2]=CC#N
LUMO level (alpha / beta): -1.0 / -1.0 eV
Kohn-Sham gap (alpha / beta): 7.9 / 7.9 eV
multiplicity: 1
DFT total energy: -19003.3405 eV

Partial atomic charges computed with the natural (NBO) method, in multiples of e:
1 P 1.27
2 N -0.29
3 N -0.76
4 N -0.36
5 C 0.43
6 C -0.94
7 C -0.40
8 C 0.25
9 C 0.25
10 H 0.00
11 H 0.31
12 H -0.04
13 H 0.27

Molecular formula: C5H4N4O
Method: DFT, ωB97M-V with the def2-TZVPD basis set

XYZ file:
```
14
C5H4N4O, DFT ωB97M-V with the def2-TZVPD basis set
O -2.68 -1.59 -0.05
N 2.34 -1.20 0.01
N -1.23 1.70 0.01
N -1.96 -0.61 -0.10
N 0.16 -0.92 0.03
C 1.19 -1.77 -0.08
C 2.15 0.12 0.04
C 0.05 1.55 0.10
C -2.12 0.68 -0.09
C 0.76 0.31 0.06
H 1.19 -2.87 -0.16
H -3.22 1.11 0.00
H 0.45 2.55 0.15
H 2.93 0.93 0.07
```

Values from the calculation:
energy above the lowest of the compared OMol25 structures with the same formula, charge and spin: 123.9 kcal/mol
M: 136.114 g/mol
SMILES: O=N/C=N\C=C1\C=NC=N1
LUMO level (alpha / beta): -2.4 / -2.4 eV
Kohn-Sham gap (alpha / beta): 6.3 / 6.3 eV
multiplicity: 1
DFT total energy: -13251.7451 eV

Partial atomic charges computed with the natural (NBO) method, in multiples of e:
1 O -0.23
2 N -0.46
3 N -0.52
4 N 0.26
5 N -0.36
6 C 0.17
7 C -0.01
8 C 0.18
9 C 0.17
10 C -0.08
11 H 0.21
12 H 0.25
13 H 0.22
14 H 0.22

Molecular formula: C5H4N4O3
Method: DFT, ωB97M-V with the def2-TZVPD basis set

XYZ file:
```
16
C5H4N4O3, DFT ωB97M-V with the def2-TZVPD basis set
O -0.86 -0.78 -2.68
O -3.19 -0.15 0.88
O 3.54 0.91 0.72
N 1.84 -0.23 -0.49
N 1.40 0.72 1.41
N -1.95 -0.58 -0.72
N -0.98 0.55 1.33
C 2.37 0.46 0.56
C 0.19 0.18 0.83
C 0.49 -0.22 -0.47
C -2.02 -0.13 0.57
C -0.64 -0.58 -1.38
H -1.63 -1.82 -2.49
H -2.86 -1.11 -0.87
H 2.32 0.28 -1.59
H 1.73 1.32 2.25
```

Values from the calculation:
energy above the lowest of the compared OMol25 structures with the same formula, charge and spin: 126.1 kcal/mol
M: 168.112 g/mol
LUMO level: -1.5 eV
Kohn-Sham gap: 7.1 eV
multiplicity: 1
DFT total energy: -17348.1143 eV

Partial atomic charges computed with the natural (NBO) method, in multiples of e:
1 O -0.61
2 O -0.63
3 O -0.64
4 N -0.58
5 N -0.60
6 N -0.66
7 N -0.47
8 C 0.74
9 C 0.41
10 C -0.08
11 C 0.73
12 C 0.53
13 H 0.49
14 H 0.46
15 H 0.42
16 H 0.47

Molecular formula: C5H4N4O3S
Method: DFT, ωB97M-V with the def2-TZVPD basis set

XYZ file:
```
17
C5H4N4O3S, DFT ωB97M-V with the def2-TZVPD basis set
S -1.44 -1.06 -3.40
O -1.43 0.17 -4.11
O 1.11 0.12 2.31
O -0.20 -1.95 -3.94
N -0.19 1.83 1.62
N 0.01 -1.79 -1.27
N -0.63 -0.73 -1.80
N -1.20 1.49 -1.17
C 0.07 -0.10 0.22
C 0.44 -1.43 -0.08
C -1.64 2.57 -1.18
C -0.63 0.30 -0.92
C 0.38 0.61 1.47
H 0.99 -2.10 0.55
H 0.00 2.31 2.48
H -0.80 2.26 0.95
H 0.15 -2.57 -3.28
```

Values from the calculation:
energy above the lowest of the compared OMol25 structures with the same formula, charge and spin: 20.4 kcal/mol
M: 200.179 g/mol
LUMO level: -0.2 eV
Kohn-Sham gap: 10.1 eV
multiplicity: 1
DFT total energy: -28185.7693 eV

Partial atomic charges computed with the natural (NBO) method, in multiples of e:
1 S 1.72
2 O -0.87
3 O -0.60
4 O -0.89
5 N -0.81
6 N -0.30
7 N -0.38
8 N -0.54
9 C -0.23
10 C 0.02
11 C 0.36
12 C 0.29
13 C 0.65
14 H 0.24
15 H 0.41
16 H 0.40
17 H 0.53

Molecular formula: C5H4NO2
Method: DFT, ωB97M-V with the def2-TZVPD basis set

XYZ file:
```
12
C5H4NO2, DFT ωB97M-V with the def2-TZVPD basis set
O 2.60 -0.75 -0.16
O 0.89 -2.20 0.14
N 1.18 3.22 -0.06
C 0.24 0.03 0.09
C -1.01 -0.19 -0.76
C 1.41 -1.05 0.06
C 0.93 2.12 0.10
C -1.10 -0.19 0.73
H -1.62 0.49 1.30
H -1.36 0.57 -1.37
H -0.91 -1.01 -1.42
H -1.24 -1.05 1.36
```

Values from the calculation:
energy above the lowest of the compared OMol25 structures with the same formula, charge and spin: 68.6 kcal/mol
M: 110.092 g/mol
LUMO level: 3.7 eV
net charge: -1
Kohn-Sham gap: 8.8 eV
multiplicity: 1
DFT total energy: -10832.6473 eV

Partial atomic charges computed with the natural (NBO) method, in multiples of e:
1 O -0.71
2 O -0.75
3 N -0.56
4 C 0.13
5 C -0.47
6 C 0.72
7 C 0.18
8 C -0.48
9 H 0.23
10 H 0.22
11 H 0.24
12 H 0.24